No. 1
5 unconnected molecules or ions with the total composition C18H28BN2O17P. Source: OMol25; level of theory: ωB97M-V/def2-TZVPD.

As for the frontier orbital gap: 8.046 eV. The calculation puts the LUMO energy at -1.099 eV. For the electronic energy, the calculation gives -2457.39827 Eh. The largest force on an atom is 11.2 eV/A. The SMILES is CN(C)C(=O)CB(CP(=O)(O)O)N=C=O.O=C1OCCO1.O=C1OCCO1.O=C1OCCO1.O=C1OCCO1. The HOMO energy comes out at -9.1 eV.

Last column: Mulliken charge in e.
Atoms and positions in Å:
P1 1.909 -0.248 2.037  0.9845
O1 8.053 1.984 4.501  -0.5522
O2 2.887 1.191 2.113  -0.5652
O3 1.360 4.444 2.132  -0.4950
O4 0.863 -6.247 -0.302  -0.2958
O5 -2.566 4.932 -2.238  -0.5568
O6 -6.224 -4.735 -2.452  -0.5792
O7 -0.044 -4.226 -0.870  -0.5980
O8 -2.252 -0.031 -0.739  -0.6307
O9 -1.408 6.873 -2.594  -0.3243
O10 1.836 -0.878 3.695  -0.5381
O11 2.651 -1.305 1.103  -0.6862
O12 6.579 0.255 4.240  -0.3314
O13 -3.950 -4.982 -2.511  -0.3401
O14 0.819 -5.620 -2.465  -0.2914
O15 -4.845 -3.195 -1.470  -0.3159
O16 7.461 1.244 2.419  -0.3234
O17 -0.433 5.192 -1.455  -0.1943
N1 0.797 2.512 0.293  -0.1982
N2 -4.251 1.313 -0.365  0.1348
C1 -1.558 5.606 -2.107  0.5448
C2 -5.068 1.281 0.907  -0.8099
C3 0.114 0.021 1.444  -0.4301
C4 5.876 -0.242 3.117  0.0423
C5 -0.208 7.385 -2.045  -0.3887
C6 6.780 0.087 1.973  -0.3763
C7 0.499 -5.272 -1.185  0.7037
C8 1.244 -7.374 -1.069  -0.3247
C9 -2.769 1.061 -0.108  0.1622
C10 0.866 3.549 1.233  0.6572
C11 0.572 6.153 -1.717  -0.3302
C12 1.625 -6.780 -2.386  -0.3116
C13 -1.811 2.020 0.820  -0.2870
C14 -2.884 -4.103 -2.205  0.2224
C15 -4.488 2.561 -1.187  -0.4071
C16 -3.465 -3.210 -1.157  0.0932
C17 -5.105 -4.339 -2.169  0.6594
C18 7.420 1.228 3.784  0.6301
B1 -0.210 1.521 0.851  0.1002
H1 -5.010 0.177 1.340  0.2153
H2 -3.535 3.218 -1.365  0.0234
H3 2.133 -0.118 4.288  0.3324
H4 -3.049 -2.199 -1.193  0.0106
H5 7.514 -0.703 1.780  0.2631
H6 -0.065 -0.754 0.554  0.1843
H7 6.228 0.293 1.052  0.2767
H8 1.418 -7.454 -3.222  0.2882
H9 0.389 -8.053 -1.148  0.2729
H10 -3.336 -3.612 -0.147  0.2253
H11 -1.842 3.107 0.330  0.0545
H12 -6.203 1.557 0.658  0.3785
H13 5.700 -1.316 3.213  0.3240
H14 -4.592 1.995 1.703  0.2900
H15 -0.450 7.976 -1.156  0.2723
H16 -0.630 -0.289 2.313  0.3367
H17 2.076 -7.902 -0.594  0.2852
H18 3.440 1.182 1.254  0.3263
H19 -2.605 -3.556 -3.112  0.2943
H20 -2.015 -4.659 -1.843  -0.2379
H21 -2.270 2.134 1.898  0.3707
H22 4.911 0.272 3.048  0.0642
H23 -4.940 2.189 -2.227  0.2235
H24 -5.324 3.253 -0.695  0.3115
H25 1.216 6.289 -0.844  0.2989
H26 0.307 8.023 -2.768  0.3071
H27 2.679 -6.483 -2.422  0.2779
H28 1.182 5.808 -2.559  0.2771

Forces on atoms 1 to 3 (eV/Å):
P 3.10 -4.05 -1.62
O -1.44 -1.71 -1.65
O -1.17 -2.21 -1.24



No. 2
A molecular structure, C18H28CuO10. Source: OMol25; level of theory: ωB97M-V/def2-TZVPD.

As for the frontier orbital gap (spin up / spin down): 9.884 / 6.530 eV. The calculation puts the LUMO energy (spin up / spin down) at -1.567 / -4.543 eV. As for the multiplicity: 3. For the electronic energy, the calculation gives -3095.22242 Eh. The largest force on an atom is 3.7 eV/A. The HOMO energy (spin up / spin down) comes out at -11.5 / -11.1 eV. Its total charge is +1.

Last column: Mulliken charge in e.
Atoms and positions in Å:
Cu1 15.705 -16.221 15.701  1.9345
O1 16.066 -18.356 15.317  -0.4009
O2 11.680 -16.277 17.009  -0.2271
O3 16.403 -15.664 20.062  -0.3594
O4 13.486 -16.880 15.779  -0.5862
O5 15.590 -15.636 13.555  -0.5596
O6 17.893 -16.006 15.838  -0.6009
O7 15.138 -14.046 16.237  -0.3471
O8 15.812 -16.492 18.022  -0.5532
O9 17.800 -19.661 16.099  -0.3106
O10 19.335 -14.530 15.150  -0.2912
C1 9.944 -17.146 15.777  -0.6328
C2 16.757 -19.391 15.228  0.3519
C3 18.056 -21.088 14.346  -0.6795
C4 14.972 -13.434 14.940  -0.4530
C5 10.293 -16.162 16.843  -0.4867
C6 16.691 -20.492 14.230  -0.3690
C7 19.024 -15.561 15.936  0.2878
C8 15.519 -15.924 19.087  0.2715
C9 20.188 -15.983 16.861  -0.3647
C10 11.184 -17.199 14.928  -0.3299
C11 18.480 -20.847 15.774  -0.3775
C12 20.661 -14.138 15.279  -0.4648
C13 14.437 -14.624 20.721  -0.6697
C14 12.246 -16.869 15.933  0.1377
C15 14.150 -15.433 19.410  -0.0267
C16 15.750 -15.217 21.248  -0.4273
C17 21.296 -15.313 16.048  -0.6102
C18 15.549 -14.182 13.585  -0.3737
H1 13.859 -14.815 18.561  0.0714
H2 18.827 -20.748 13.655  0.3041
H3 16.585 -13.876 13.726  0.2115
H4 16.008 -21.216 14.674  0.2930
H5 16.389 -14.443 21.675  0.3283
H6 11.338 -18.159 14.435  0.3555
H7 21.620 -16.080 15.345  0.2678
H8 21.107 -14.073 14.287  0.2874
H9 13.584 -14.501 21.388  0.3891
H10 13.352 -16.176 19.444  0.3388
H11 15.614 -16.033 21.958  0.2617
H12 9.961 -15.192 16.471  0.2718
H13 14.774 -13.652 20.360  0.2458
H14 15.171 -13.638 12.719  0.3977
H15 20.729 -13.181 15.795  0.3097
H16 15.341 -12.409 14.957  0.3875
H17 11.171 -16.397 14.189  0.2637
H18 18.010 -22.159 14.146  0.3332
H19 20.205 -17.072 16.878  0.2276
H20 18.096 -21.697 16.338  0.2657
H21 19.567 -20.833 15.851  0.3337
H22 22.151 -15.044 16.668  0.3888
H23 13.888 -13.361 14.848  0.3248
H24 16.397 -20.223 13.216  0.3410
H25 9.742 -16.363 17.761  0.3596
H26 20.078 -15.569 17.864  0.3174
H27 9.045 -17.020 15.174  0.3759
H28 9.812 -18.105 16.278  0.2658

Forces on atoms 1 to 3 (eV/Å):
Cu -0.10 0.36 -1.24
O 1.81 -2.78 -0.07
O 1.29 -0.22 0.09



No. 3
A molecular structure, C18H28GeN3OTc. Source: OMol25; level of theory: ωB97M-V/def2-TZVPD.

As for the frontier orbital gap (spin up / spin down): 8.376 / 7.594 eV. The calculation puts the LUMO energy (spin up / spin down) at -2.173 / -2.548 eV. As for the multiplicity: 2. For the electronic energy, the calculation gives -3099.67151 Eh. The largest force on an atom is 0.6 eV/A. The HOMO energy (spin up / spin down) comes out at -10.5 / -10.1 eV. Its total charge is +1. The value obtained for the energy above the lowest of the compared OMol25 structures with the same formula, charge and spin is 17.4 kcal per mole.

Last column: Mulliken charge in e.
Atoms and positions in Å:
Tc1 0.059 0.455 -0.215  0.2156
Ge1 -0.457 3.159 1.351  0.4999
O1 1.009 0.251 -2.297  -0.4610
N1 0.206 -1.577 0.244  0.6836
N2 1.121 -5.519 1.253  -0.4463
N3 2.944 0.124 -3.417  -0.4024
C1 -0.002 -2.060 1.483  -0.6334
C2 -2.906 -2.118 -0.732  -0.3192
C3 -0.471 3.742 -0.524  -1.1837
C4 -0.421 1.173 1.380  -0.4007
C5 -1.867 -0.601 -2.281  -0.0623
C6 -2.230 -1.890 -1.924  -0.6809
C7 0.808 -4.249 0.921  0.9775
C8 2.984 0.225 -0.965  -0.7843
C9 2.256 0.212 -2.279  0.6737
C10 0.271 -3.351 1.855  -0.8598
C11 -2.860 0.238 -0.248  0.5081
C12 -3.215 -1.057 0.107  -0.8669
C13 2.109 0.891 0.095  -0.8589
C14 1.153 3.805 2.246  -1.1678
C15 1.000 -3.754 -0.377  -0.9851
C16 -2.071 3.749 2.274  -1.2014
C17 -2.189 0.483 -1.452  -1.0761
C18 0.690 -2.448 -0.660  -0.6299
H1 0.384 3.355 -1.086  0.3183
H2 1.378 -4.390 -1.166  0.3646
H3 3.949 0.129 -3.419  0.2092
H4 -1.999 -2.716 -2.584  0.4543
H5 0.914 -5.881 2.166  0.1947
H6 -1.387 3.440 -1.030  0.2675
H7 1.078 4.879 2.416  0.4006
H8 -3.754 -1.232 1.029  0.4539
H9 -2.048 1.495 -1.811  0.5559
H10 -0.647 0.746 2.364  0.3456
H11 -2.113 3.336 3.282  0.3832
H12 -3.151 1.069 0.381  0.4022
H13 -2.062 4.837 2.351  0.3901
H14 -0.425 -1.373 2.200  0.2902
H15 -1.362 -0.417 -3.219  0.3789
H16 3.183 -0.823 -0.710  0.3087
H17 1.450 -6.168 0.562  0.1986
H18 2.488 0.665 1.090  0.3809
H19 -0.413 4.831 -0.567  0.4601
H20 -2.973 3.454 1.739  0.3736
H21 2.038 3.615 1.641  0.3634
H22 2.451 0.119 -4.295  0.2555
H23 0.804 -2.068 -1.666  0.7462
H24 1.283 3.316 3.211  0.3759
H25 2.188 1.980 -0.031  0.2605
H26 -3.203 -3.123 -0.462  0.4557
H27 3.962 0.699 -1.091  0.4938
H28 0.068 -3.659 2.871  0.3797

Forces on atoms 1 to 3 (eV/Å):
Tc -0.42 0.46 0.06
Ge 0.03 -0.04 0.00
O -0.04 0.02 0.01



No. 4
C18H28N2O2 in the gas phase. Source: OMol25; level of theory: ωB97M-V/def2-TZVPD.

As for the frontier orbital gap: 10.058 eV. The calculation puts the LUMO energy at 0.533 eV. For the electronic energy, the calculation gives -962.73854 Eh. The largest force on an atom is 0.4 eV/A. The SMILES is CC(C)CCNC(=O)c1cccc(C(=O)NCCC(C)C)c1. The HOMO energy comes out at -9.5 eV. The value obtained for the energy above the lowest of the compared OMol25 structures with the same formula, charge and spin is 16.5 kcal per mole.

Last column: Mulliken charge in e.
Atoms and positions in Å:
O1 3.754 -2.340 0.671  -0.6682
O2 -1.456 1.101 0.456  -0.6746
N1 2.248 -1.920 2.300  -0.1047
N2 -2.757 0.041 -1.053  -0.1179
C1 3.849 0.464 3.180  1.2471
C2 -1.594 0.240 -0.394  0.3006
C3 3.183 -2.008 3.396  -0.9476
C4 0.480 -0.922 0.237  -0.1563
C5 -0.490 -0.709 -0.739  -0.0401
C6 0.705 -2.184 -2.215  -0.9901
C7 3.368 -0.663 4.102  -0.8837
C8 -4.035 1.915 -2.041  -0.7255
C9 5.219 0.159 2.580  -1.4506
C10 1.653 -2.405 -1.234  -0.6278
C11 3.893 1.776 3.962  -1.7054
C12 -5.498 0.463 -3.521  -1.4626
C13 1.545 -1.780 0.005  0.9259
C14 -4.221 2.383 -4.488  -1.6035
C15 -0.367 -1.342 -1.972  -0.5246
C16 -3.897 0.912 -0.892  -1.1395
C17 2.627 -2.030 1.008  0.5369
C18 -4.214 1.284 -3.427  1.1049
H1 -3.140 2.540 -2.053  0.3572
H2 4.088 -0.799 4.912  0.3603
H3 5.170 -0.688 1.902  0.3316
H4 -4.890 2.560 -1.830  0.3870
H5 0.378 -0.365 1.158  0.5111
H6 2.823 -2.751 4.116  0.3552
H7 2.916 2.011 4.380  0.4043
H8 4.126 -2.358 2.974  0.4162
H9 4.609 1.706 4.779  0.3523
H10 5.940 -0.060 3.366  0.3060
H11 -5.480 -0.388 -2.844  0.3551
H12 -3.359 0.627 -3.629  -0.0718
H13 -4.800 0.304 -0.796  0.4335
H14 5.578 1.017 2.016  0.4147
H15 -1.080 -1.158 -2.764  0.3720
H16 -3.301 2.962 -4.449  0.3967
H17 3.131 0.576 2.360  0.0142
H18 -4.315 1.955 -5.483  0.4102
H19 2.499 -3.052 -1.411  0.4696
H20 1.308 -1.634 2.520  0.1690
H21 -5.630 0.085 -4.532  0.4239
H22 2.415 -0.368 4.551  0.3736
H23 0.803 -2.662 -3.178  0.4019
H24 -6.359 1.081 -3.273  0.3062
H25 4.192 2.595 3.313  0.4185
H26 -5.058 3.059 -4.326  0.3405
H27 -2.821 -0.688 -1.743  0.2871
H28 -3.739 1.459 0.041  0.4109

Forces on atoms 1 to 3 (eV/Å):
O 0.15 -0.06 -0.18
O 0.10 0.14 0.14
N -0.22 0.09 0.21